The following is a DFT calculation (wB97M-V/def2-TZVPD) of a structure of composition C50H42N6OPRe.

Results
* multiplicity: 2
* calculated total energy: -2753.09290 a.u.
* charge: +3
* highest occupied orbital energy (alpha / beta): -15.014 / -14.994 eV
* E_LUMO (alpha / beta): -9.84 / -9.84 eV

Positions of all 101 atoms, in Å:
Re (0.004981, 0.720177, -0.823515)
C (-0.178469, -1.577996, 4.273743)
N (-0.099542, -0.529605, 3.260643)
C (-0.067120, -0.715414, 1.913278)
N (-0.054291, 0.461380, 1.292554)
C (-0.060567, 1.432241, 2.283766)
C (-0.095065, 0.802853, 3.523270)
C (-0.218124, 1.374003, 4.867757)
C (-1.316645, 2.182484, 5.170521)
C (-1.447480, 2.720405, 6.438778)
C (-0.477718, 2.477141, 7.403903)
C (0.621376, 1.683907, 7.102032)
C (0.749494, 1.122384, 5.842315)
C (-0.044606, 2.846568, 2.045700)
C (0.480727, 3.742791, 2.956100)
C (0.419343, 5.111668, 2.723862)
C (-0.258274, 5.644542, 1.603085)
C (-0.762150, 4.812015, 0.667986)
C (-0.580881, 3.338353, 0.751878)
P (-0.013929, -2.386002, 1.144750)
C (-1.351417, -2.023036, -0.033562)
N (-1.405023, -0.915112, -0.769663)
C (-2.607585, -0.904886, -1.424506)
C (-3.309717, -2.038865, -1.057448)
N (-2.494309, -2.721452, -0.185796)
C (-2.786102, -4.020713, 0.408959)
C (-4.637404, -2.493014, -1.479407)
C (-5.624229, -2.783385, -0.534443)
C (-6.885857, -3.175492, -0.948489)
C (-7.166572, -3.303907, -2.302659)
C (-6.184466, -3.026888, -3.245308)
C (-4.928552, -2.611750, -2.839489)
C (-2.998962, 0.231773, -2.255364)
C (-2.046936, 0.839798, -3.077451)
C (-2.368580, 1.971369, -3.810797)
C (-3.646931, 2.502185, -3.730690)
C (-4.605925, 1.890418, -2.929981)
C (-4.289962, 0.759847, -2.196252)
C (1.342914, -1.984621, -0.000285)
N (1.405225, -0.873596, -0.735042)
C (2.595842, -0.891844, -1.421117)
C (3.289130, -2.026841, -1.048382)
N (2.474100, -2.695915, -0.165714)
C (2.757392, -3.999445, 0.423845)
C (4.601069, -2.514362, -1.486874)
C (4.849576, -2.710898, -2.845953)
C (6.090135, -3.160740, -3.262923)
C (7.096038, -3.394017, -2.333524)
C (6.856166, -3.189514, -0.980891)
C (5.610330, -2.762011, -0.554368)
C (2.979641, 0.205060, -2.312450)
C (4.282202, 0.704637, -2.331647)
C (4.602878, 1.774668, -3.151615)
C (3.636355, 2.354580, -3.965974)
C (2.342855, 1.853916, -3.968710)
C (2.018859, 0.783289, -3.149476)
H (-0.684072, -2.448813, 3.866935)
H (-0.737305, -1.205799, 5.128317)
H (0.814593, -1.871316, 4.611161)
H (-2.075063, 2.362555, 4.417331)
H (-2.312804, 3.324323, 6.677181)
H (-0.584648, 2.900389, 8.393364)
H (1.381828, 1.502115, 7.849464)
H (1.615687, 0.517036, 5.601584)
H (0.946753, 3.375666, 3.859981)
H (0.891680, 5.787817, 3.426235)
H (-0.378083, 6.716065, 1.509437)
H (-1.268094, 5.185007, -0.215130)
H (-1.534441, 2.847282, 0.526522)
H (-3.464812, -4.565463, -0.241408)
H (-3.256419, -3.905345, 1.384634)
H (-1.868438, -4.592904, 0.519903)
H (-5.418490, -2.660352, 0.522835)
H (-7.656793, -3.369462, -0.215021)
H (-8.150653, -3.618095, -2.622323)
H (-6.399251, -3.139922, -4.299296)
H (-4.158600, -2.400105, -3.571557)
H (-1.082601, 0.348040, -3.231252)
H (-1.632876, 2.427003, -4.460617)
H (-3.902376, 3.382844, -4.304249)
H (-5.603266, 2.305144, -2.869418)
H (-5.029063, 0.294510, -1.558072)
H (3.430544, -4.546680, -0.230013)
H (1.835238, -4.563711, 0.537620)
H (3.230119, -3.892938, 1.399366)
H (4.060329, -2.530270, -3.565588)
H (6.275137, -3.335108, -4.314213)
H (8.068570, -3.734115, -2.662101)
H (7.645291, -3.353488, -0.259543)
H (5.430157, -2.580727, 0.499246)
H (5.034229, 0.263450, -1.691565)
H (5.613454, 2.160636, -3.153665)
H (3.899547, 3.180595, -4.612695)
H (1.598754, 2.284513, -4.626376)
H (1.043287, 0.300948, -3.264993)
C (1.764962, 3.493881, -0.391252)
C (0.370129, 2.930008, -0.433626)
O (-0.177124, 2.551747, -1.539378)
H (1.719521, 4.585197, -0.438809)
H (2.350729, 3.146092, -1.239558)
H (2.261546, 3.228572, 0.541650)

Force components x, y, z for each atom (eV/Å):
Re -0.6 -0.2 -0.1
C 0.0 -0.3 0.2
N 0.0 0.1 0.1
C 0.1 0.1 -0.2
N -0.2 0.1 -0.3
C 0.2 0.0 0.3
C 0.0 0.1 -0.2
C 0.0 0.0 0.2
C 0.0 -0.1 -0.1
C 0.0 0.1 0.0
C 0.0 0.0 0.0
C 0.0 0.0 0.1
C 0.0 0.0 -0.2
C -0.1 -0.1 -0.4
C 0.1 0.1 0.3
C -0.1 -0.4 -0.1
C -0.2 0.4 -0.1
C 0.0 -0.2 0.1
C -0.1 0.6 -0.2
P 0.0 0.3 -0.5
C 0.0 -0.1 0.3
N 0.8 0.5 0.2
C -0.4 -0.2 0.2
C 0.2 0.3 -0.2
N 0.1 0.1 -0.1
C -0.1 -0.2 0.2
C -0.2 -0.2 0.0
C 0.1 0.2 0.0
C -0.1 0.0 0.0
C 0.1 0.0 0.0
C -0.1 0.0 0.0
C 0.2 0.0 0.1
C 0.0 0.2 -0.1
C -0.1 -0.2 0.0
C 0.0 0.1 -0.1
C 0.1 0.0 0.0
C 0.0 0.0 0.0
C 0.1 0.0 0.1
C 0.0 0.0 0.4
N -0.4 0.5 -0.3
C 0.3 -0.2 0.2
C -0.2 0.2 -0.2
N -0.1 0.1 -0.1
C 0.1 -0.3 0.2
C 0.2 -0.1 0.0
C -0.2 0.0 0.1
C 0.1 0.0 0.0
C -0.1 0.0 0.0
C 0.1 0.0 0.0
C -0.1 0.1 -0.1
C 0.0 0.2 -0.2
C -0.2 0.0 0.2
C 0.0 0.0 0.0
C 0.0 0.0 0.0
C 0.0 0.1 0.0
C 0.0 -0.3 0.0
H 0.0 0.0 0.0
H 0.0 0.0 -0.1
H 0.0 0.0 -0.1
H 0.0 0.0 0.0
H 0.0 0.0 0.0
H 0.0 0.0 0.0
H 0.0 0.0 0.0
H 0.0 0.0 0.0
H 0.0 0.1 0.0
H 0.0 0.0 0.0
H 0.1 0.0 0.0
H 0.1 0.1 0.0
H 0.0 0.0 0.1
H 0.0 0.0 0.0
H 0.0 0.0 0.0
H 0.0 0.0 0.0
H 0.0 0.0 0.0
H 0.0 0.0 0.0
H 0.0 0.0 0.0
H 0.0 0.0 0.0
H 0.0 0.0 0.0
H -0.1 0.0 0.0
H 0.0 0.0 0.0
H 0.0 0.0 0.0
H 0.0 0.0 0.0
H 0.0 0.0 0.0
H 0.0 0.0 0.0
H 0.0 0.0 -0.1
H 0.0 0.1 0.0
H 0.0 0.0 0.0
H 0.0 0.0 0.0
H 0.0 0.0 0.0
H 0.0 0.0 0.0
H 0.0 0.0 0.0
H 0.0 0.0 0.0
H 0.0 0.0 0.0
H 0.0 0.0 0.0
H 0.0 0.0 0.0
H 0.1 0.1 0.0
C -0.1 0.1 -0.1
C 0.5 -1.0 1.6
O -0.1 -0.5 -0.5
H 0.0 0.0 -0.1
H 0.0 -0.1 0.0
H 0.0 0.0 0.0